*1*
ORCA calculation (ωB97M-V/def2-TZVPD) on a cluster of 2 separate species, C2H6N2O in total.

Output
Highest occupied orbital energy = -8.7 eV
HOMO-LUMO gap = 0.35304 Ha

```
! RIJCOSX wB97M-V def2-TZVPD def2/J DEFGRID3
* xyz 0 1
N -2.331 0.204 -0.228
C -0.991 0.102 -0.234
O -0.245 0.980 -0.703
H -2.766 1.104 -0.357
H -2.908 -0.601 -0.059
H -0.650 -0.929 -0.072
C 1.740 0.159 0.254
N 1.846 -1.095 0.114
H 0.936 0.655 0.897
H 2.571 0.874 0.215
H 2.799 -1.454 0.173
*
```

Atom charges from the Mulliken analysis, given in e for atoms 1 to 4: number 1, N, carries -0.327; number 2, C, carries 0.147; number 3, O, carries -0.580; number 4, H, carries 0.244

=====

*2*
ORCA calculation (ωB97M-V/def2-TZVPD) on an isolated molecule of C2H6N2O.

Output
Highest occupied orbital energy = -9.4 eV
HOMO-LUMO gap = 0.36940 Ha

```
! RIJCOSX wB97M-V def2-TZVPD def2/J DEFGRID3
* xyz 0 1
C 1.846 0.232 0.000
N 0.628 -0.408 -0.226
N -0.496 0.262 0.006
C -1.761 -0.531 -0.043
O -0.655 1.466 0.094
H 1.799 1.163 -0.474
H 2.596 -0.425 -0.450
H 2.086 0.511 0.995
H -2.307 -0.151 0.871
H -1.376 -1.619 0.148
H -2.360 -0.502 -0.921
*
```

Atom charges from the Mulliken analysis, given in e for atoms 1 to 4: number 1, C, carries -0.719; number 2, N, carries -0.574; number 3, N, carries 0.868; number 4, C, carries -0.650

=====

Relative to the most stable structure, the computed energies are *1* 0.0000; *2* 0.0546, all in hartree.

=====

*1*
ORCA calculation (ωB97M-V/def2-TZVPD) on a cluster of 2 separate species, C2H4P2 in total.

Output
Highest occupied orbital energy = -9.8 eV
HOMO-LUMO gap = 0.36448 Ha

```
! RIJCOSX wB97M-V def2-TZVPD def2/J DEFGRID3
* xyz 0 1
C -3.046 0.361 -0.916
P -3.695 -0.295 0.273
H -2.235 0.905 -1.418
C 0.824 -0.632 -1.042
P 1.097 0.754 -0.130
H -0.202 -0.902 -1.250
H 1.646 -1.092 -1.632
H -0.367 0.977 -0.084
*
```

Atom charges from the Mulliken analysis, given in e for atoms 1 to 4: number 1, C, carries -0.064; number 2, P, carries -0.242; number 3, H, carries 0.324; number 4, C, carries -0.387

=====

*2*
ORCA calculation (ωB97M-V/def2-TZVPD) on a structure of composition C2H4P2.

Output
Highest occupied orbital energy (spin up / spin down) = -8.4 / -8.4 eV
HOMO-LUMO gap (spin up / spin down) = 0.26509 / 0.26525 Ha

```
! RIJCOSX wB97M-V def2-TZVPD def2/J DEFGRID3
* xyz 0 1
C 0.694 -0.794 -0.834
C 0.040 0.887 0.627
P 1.026 0.955 -0.971
P -0.260 -0.992 0.633
H 1.058 -1.491 -1.594
H 0.705 1.353 1.523
H -0.990 1.314 0.742
H -2.274 -1.232 -0.126
*
```

Atom charges from the Mulliken analysis, given in e for atoms 1 to 4: number 1, C, carries -0.224; number 2, C, carries -0.559; number 3, P, carries 0.013; number 4, P, carries -0.126

=====

Relative to the most stable structure, the computed energies are *1* 0.0000; *2* 0.0226, all in hartree.

=====

*1*
ORCA calculation (ωB97M-V/def2-TZVPD) on a cluster of 2 separate species, CH7N2O in total.

Output
Highest occupied orbital energy = -14.6 eV
HOMO-LUMO gap = 0.40512 Ha

```
! RIJCOSX wB97M-V def2-TZVPD def2/J DEFGRID3
* xyz 1 1
N -2.172 -0.147 1.373
H -2.483 -0.969 0.851
H -1.129 -0.168 1.438
H -2.399 0.741 0.927
H -2.625 -0.192 2.287
C 1.123 -0.186 -0.319
N 1.706 0.269 -1.426
O -0.032 0.108 -0.001
H 1.724 -0.823 0.332
H 2.469 -0.247 -1.838
H 1.138 0.794 -2.083
*
```

Atom charges from the Mulliken analysis, given in e for atoms 1 to 4: number 1, N, carries -0.479; number 2, H, carries 0.369; number 3, H, carries 0.380; number 4, H, carries 0.365

=====

*2*
ORCA calculation (ωB97M-V/def2-TZVPD) on a cluster of 2 separate species, CH7N2O in total.

Output
Highest occupied orbital energy = -15.8 eV
HOMO-LUMO gap = 0.44116 Ha

```
! RIJCOSX wB97M-V def2-TZVPD def2/J DEFGRID3
* xyz 1 1
O -0.424 2.316 -0.697
H -0.570 0.435 -0.506
H 0.491 2.387 -0.401
H -0.716 3.223 -0.760
N -0.595 -0.387 0.124
C 0.496 -1.364 0.015
N 1.033 -1.718 1.064
H -1.560 -0.705 -0.020
H -0.604 -0.002 1.076
H 0.830 -1.642 -0.982
H 1.621 -2.542 1.086
*
```

Atom charges from the Mulliken analysis, given in e for atoms 1 to 4: number 1, O, carries -0.675; number 2, H, carries 0.325; number 3, H, carries 0.337; number 4, H, carries 0.324

=====

Relative to the most stable structure, the computed energies are *1* 0.0000; *2* 0.0583, all in hartree.

=====

*1*
ORCA calculation (ωB97M-V/def2-TZVPD) on the ion C4H10NO with charge +1.

Output
Highest occupied orbital energy = -14.6 eV
HOMO-LUMO gap = 0.40297 Ha

```
! RIJCOSX wB97M-V def2-TZVPD def2/J DEFGRID3
* xyz 1 1
C 0.240 1.296 1.654
C 0.263 -0.022 0.850
C -0.993 -0.921 0.618
C -0.488 -0.128 -0.557
N 0.325 -1.179 -1.824
O -1.186 0.820 -1.155
H -0.732 1.898 1.580
H 0.997 2.024 1.258
H 0.401 1.112 2.793
H 1.187 -0.692 0.937
H -0.697 -1.936 0.627
H -2.029 -0.680 0.992
H 0.727 -2.002 -1.384
H 1.044 -0.597 -2.279
H -0.486 -1.353 -2.564
H -0.637 1.484 -1.612
*
```

Atom charges from the Mulliken analysis, given in e for atoms 1 to 4: number 1, C, carries -1.223; number 2, C, carries 0.184; number 3, C, carries -0.717; number 4, C, carries 0.523

=====

*2*
ORCA calculation (ωB97M-V/def2-TZVPD) on a cluster of 2 separate species, C4H10NO in total.

Output
Highest occupied orbital energy = -14.6 eV
HOMO-LUMO gap = 0.36575 Ha

```
! RIJCOSX wB97M-V def2-TZVPD def2/J DEFGRID3
* xyz 1 1
C -2.476 -1.630 0.101
C -1.141 -1.357 0.140
C 0.558 1.947 0.460
C -0.789 -0.075 0.630
N 0.227 0.509 0.125
O 2.460 -0.201 -1.186
H -2.789 -2.578 -0.247
H -3.195 -0.996 0.607
H -0.453 -2.036 -0.349
H 1.495 1.884 1.081
H 0.879 2.575 -0.413
H -0.232 2.369 0.999
H -1.621 0.429 1.073
H 0.992 0.035 -0.442
H 2.816 -1.092 -1.077
H 3.269 0.218 -1.502
*
```

Atom charges from the Mulliken analysis, given in e for atoms 1 to 4: number 1, C, carries -0.723; number 2, C, carries -0.057; number 3, C, carries -0.790; number 4, C, carries 0.297

=====

*3*
ORCA calculation (ωB97M-V/def2-TZVPD) on a cluster of 2 separate species, C4H10NO in total.

Output
Highest occupied orbital energy = -14.4 eV
HOMO-LUMO gap = 0.26093 Ha

```
! RIJCOSX wB97M-V def2-TZVPD def2/J DEFGRID3
* xyz 1 1
C -1.315 -0.351 1.303
C -0.860 -0.031 -0.018
C -0.392 -1.040 -0.904
C 1.181 -1.185 -0.711
O 1.656 -1.935 0.062
N 1.253 2.019 -0.352
H -2.410 -0.229 1.340
H -1.027 -1.338 1.647
H -0.948 0.382 2.038
H -1.286 0.838 -0.520
H -0.797 -1.998 -0.579
H -0.531 -0.857 -1.967
H 1.780 -0.438 -1.256
H 1.978 1.508 0.138
H 0.358 1.648 -0.070
H 1.360 3.007 -0.151
*
```

Atom charges from the Mulliken analysis, given in e for atoms 1 to 4: number 1, C, carries -1.003; number 2, C, carries -0.242; number 3, C, carries -0.453; number 4, C, carries -0.034

=====

Relative to the most stable structure, the computed energies are *1* 0.0421; *2* 0.0000; *3* 0.0856, all in hartree.

=====

*1*
ORCA calculation (ωB97M-V/def2-TZVPD) on a cluster of 2 separate species, C4H10NO in total.

Output
Highest occupied orbital energy = -12.9 eV
HOMO-LUMO gap = 0.33256 Ha

```
! RIJCOSX wB97M-V def2-TZVPD def2/J DEFGRID3
* xyz 1 1
C 0.869 -0.414 2.462
C 0.609 -0.871 1.064
C -0.295 -0.505 0.182
N 1.542 -1.982 0.648
H 0.117 0.302 2.781
H 0.832 -1.269 3.142
H 1.850 0.057 2.549
H -0.355 -0.973 -0.797
H -1.006 0.270 0.404
H 1.236 -2.874 1.043
H 2.487 -1.812 0.996
H 1.575 -2.076 -0.367
O -1.589 1.659 -2.817
C -1.474 2.363 -1.856
H -2.292 3.020 -1.511
H -0.555 2.339 -1.245
*
```

Atom charges from the Mulliken analysis, given in e for atoms 1 to 4: number 1, C, carries -1.254; number 2, C, carries 0.855; number 3, C, carries -1.030; number 4, N, carries -0.317

=====

*2*
ORCA calculation (ωB97M-V/def2-TZVPD) on a structure of composition C4H10NO.

Output
Highest occupied orbital energy = -15.4 eV
HOMO-LUMO gap = 0.44864 Ha

```
! RIJCOSX wB97M-V def2-TZVPD def2/J DEFGRID3
* xyz 1 1
C 0.495 -1.463 0.015
C -0.881 -0.010 -0.339
C -1.953 0.714 0.404
C 1.821 0.601 -0.297
N 0.577 0.002 0.216
O -0.941 -1.394 -0.053
H 0.836 -1.820 -1.005
H 0.738 -2.215 0.675
H -0.582 0.243 -1.443
H -1.970 0.423 1.441
H -2.894 0.523 -0.029
H -1.805 1.846 0.324
H 2.278 -0.077 -1.045
H 1.564 1.634 -0.726
H 2.420 0.810 0.615
H 0.295 0.182 1.248
*
```

Atom charges from the Mulliken analysis, given in e for atoms 1 to 4: number 1, C, carries -0.398; number 2, C, carries 0.146; number 3, C, carries -1.237; number 4, C, carries -0.733

=====

*3*
ORCA calculation (ωB97M-V/def2-TZVPD) on a cluster of 2 separate species, C4H10NO in total.

Output
Highest occupied orbital energy = -14.6 eV
HOMO-LUMO gap = 0.39800 Ha

```
! RIJCOSX wB97M-V def2-TZVPD def2/J DEFGRID3
* xyz 1 1
O -0.162 3.133 0.628
C -0.747 2.367 1.371
C -1.106 0.972 0.905
N -0.444 0.669 -0.406
H -1.025 2.463 2.457
H -0.770 0.159 1.533
H -2.176 0.849 0.791
H -1.118 0.770 -1.168
H 0.281 1.398 -0.581
H -0.050 -0.255 -0.457
C 1.218 -2.032 -1.541
C 1.186 -2.105 -0.199
H 2.001 -1.422 -1.998
H 0.469 -2.578 -2.086
H 1.944 -1.628 0.416
H 0.498 -2.759 0.333
*
```

Atom charges from the Mulliken analysis, given in e for atoms 1 to 4: number 1, O, carries -0.454; number 2, C, carries 0.280; number 3, C, carries -0.552; number 4, N, carries -0.248

=====

*4*
ORCA calculation (ωB97M-V/def2-TZVPD) on the ion C4H10NO with charge +1.

Output
Highest occupied orbital energy = -13.1 eV
HOMO-LUMO gap = 0.33027 Ha

```
! RIJCOSX wB97M-V def2-TZVPD def2/J DEFGRID3
* xyz 1 1
N 1.344 0.428 2.349
C 1.510 -0.392 1.082
C 0.776 0.316 -0.148
C -0.535 -0.386 -0.434
C -1.317 0.050 -1.748
O -2.493 -0.140 -1.915
H 0.378 0.627 2.680
H 1.750 1.385 2.000
H 1.829 0.045 3.113
H 1.369 -1.532 1.224
H 2.642 -0.279 0.892
H 0.565 1.331 -0.023
H 1.488 0.124 -0.857
H -0.268 -1.478 -0.564
H -1.240 -0.331 0.329
H -0.587 0.696 -2.431
*
```

Atom charges from the Mulliken analysis, given in e for atoms 1 to 4: number 1, N, carries -0.340; number 2, C, carries -0.658; number 3, C, carries -0.626; number 4, C, carries -0.493

=====

Relative to the most stable structure, the computed energies are *1* 0.0041; *2* 0.0287; *3* 0.0000; *4* 0.0096, all in hartree.

=====

*1*
ORCA calculation (ωB97M-V/def2-TZVPD) on the ion C4H10NO with charge +1.

Output
Highest occupied orbital energy = -15.4 eV
HOMO-LUMO gap = 0.40004 Ha

```
! RIJCOSX wB97M-V def2-TZVPD def2/J DEFGRID3
* xyz 1 1
C 0.840 -2.485 -0.933
O 0.900 -1.009 -0.795
C -0.159 -0.517 0.230
N -0.286 0.750 0.353
C -1.399 1.364 1.118
C 0.677 1.508 -0.362
H 1.124 -2.508 -1.964
H -0.035 -2.947 -0.718
H 1.668 -2.834 -0.196
H -0.810 -1.190 0.820
H -2.319 1.516 0.608
H -1.282 2.362 1.646
H -1.811 0.756 1.842
H 1.299 0.899 -1.067
H 1.460 1.986 0.286
H 0.133 2.349 -0.868
*
```

Atom charges from the Mulliken analysis, given in e for atoms 1 to 4: number 1, C, carries -0.692; number 2, O, carries -0.315; number 3, C, carries 0.179; number 4, N, carries 0.172

=====

*2*
ORCA calculation (ωB97M-V/def2-TZVPD) on a cluster of 2 separate species, C4H10NO in total.

Output
Highest occupied orbital energy = -14.0 eV
HOMO-LUMO gap = 0.31310 Ha

```
! RIJCOSX wB97M-V def2-TZVPD def2/J DEFGRID3
* xyz 1 1
C -2.170 0.107 -0.342
C -1.148 0.527 0.668
C 0.135 0.204 0.519
N 1.062 0.197 1.632
C 2.138 0.876 1.734
H -2.062 -0.958 -0.487
H -2.031 0.665 -1.265
H -3.189 0.376 -0.072
H -1.440 1.335 1.342
H 0.556 -0.101 -0.432
H 0.612 -0.083 2.503
H 2.639 1.151 0.816
H 2.539 1.115 2.709
H 1.159 -2.401 -2.754
H 0.535 -1.428 -3.756
O 0.664 -1.580 -2.816
*
```

Atom charges from the Mulliken analysis, given in e for atoms 1 to 4: number 1, C, carries -1.102; number 2, C, carries -0.182; number 3, C, carries -0.301; number 4, N, carries 0.005

=====

*3*
ORCA calculation (ωB97M-V/def2-TZVPD) on a cluster of 2 separate species, C4H10NO in total.

Output
Highest occupied orbital energy = -14.1 eV
HOMO-LUMO gap = 0.33082 Ha

```
! RIJCOSX wB97M-V def2-TZVPD def2/J DEFGRID3
* xyz 1 1
C 1.241 0.099 -2.294
C 0.472 -0.022 -1.042
C 0.831 0.619 0.066
N 0.024 0.315 1.218
C 0.360 0.292 2.466
H 0.892 0.694 -3.171
H 2.267 0.348 -2.072
H 1.312 -0.919 -2.903
H -0.141 -0.911 -1.094
H 1.547 1.440 0.242
H -0.942 0.025 0.992
H -0.139 -0.426 3.146
H 1.166 0.992 2.720
H -3.155 -1.111 1.236
H -3.217 -0.593 -0.072
O -2.519 -0.841 0.562
*
```

Atom charges from the Mulliken analysis, given in e for atoms 1 to 4: number 1, C, carries -1.130; number 2, C, carries 0.043; number 3, C, carries -0.176; number 4, N, carries 0.094

=====

Relative to the most stable structure, the computed energies are *1* 0.0310; *2* 0.0058; *3* 0.0000, all in hartree.